Entry 1:
C8H11NO2S4SbTc as an isolated structure, computed with wB97M-V/def2-TZVPD.

As for the LUMO energy (alpha / beta): 2.8 / 0.8 eV. The value obtained for the energy above the lowest of the compared OMol25 structures with the same formula, charge and spin is 21.87 kcal/mol. Its multiplicity is 4. The value obtained for the calculated total energy is -66140.351 eV. The value obtained for the max |F| is 0.94 eV Å⁻¹. As for the total charge: -1.

Each line ends with the natural charge from an NBO analysis.
Element x y z (Å)
Tc: 0.184 0.935 0.024  0.792
C: 0.252 2.172 2.101  -0.238
C: 0.697 3.000 1.034  -0.307
C: 1.877 2.421 0.496  -0.256
C: 2.137 1.221 1.206  -0.319
C: 1.125 1.078 2.212  -0.320
H: -0.611 2.356 2.723  0.243
H: 0.284 3.959 0.764  0.245
H: 2.509 2.864 -0.256  0.252
H: 3.019 0.609 1.102  0.254
H: 1.081 0.302 2.961  0.235
N: 0.170 -1.196 -0.164  -0.774
C: -1.129 -1.832 -0.472  -0.233
C: -2.169 -1.500 0.585  -0.532
C: -2.650 -0.046 0.562  0.800
O: -3.764 0.218 0.982  -0.648
O: -1.829 0.835 0.067  -0.706
H: 0.879 -1.492 -0.855  0.452
H: 0.493 -1.574 0.721  0.374
H: -0.991 -2.912 -0.549  0.196
H: -1.453 -1.470 -1.441  0.244
H: -1.770 -1.690 1.589  0.206
H: -3.050 -2.127 0.460  0.236
S: 2.832 -1.904 -2.153  -0.923
Sb: 1.509 -1.702 -4.072  0.851
S: 0.482 1.301 -2.282  -0.228
S: -0.417 -0.115 -3.431  -0.412
S: 0.303 -3.711 -3.913  -0.482

Entry 2:
A 2-piece molecular cluster, C3H9NOS overall, computed with wB97M-V/def2-TZVPD.

As for the LUMO energy: 0.7 eV. The value obtained for the energy above the lowest of the compared OMol25 structures with the same formula, charge and spin is 17.57 kcal/mol. The SMILES is NC=O.CCS. The value obtained for the calculated total energy is -17629.443 eV. The value obtained for the max |F| is 3.13 eV Å⁻¹.

Each line ends with the natural charge from an NBO analysis.
Element x y z (Å)
C: 1.324 1.500 0.069  -0.615
C: 1.174 0.620 -1.198  -0.462
S: 1.910 -1.114 -1.056  -0.093
H: 2.368 1.448 0.355  0.215
H: 0.684 1.042 0.818  0.199
H: 0.994 2.492 -0.214  0.217
H: 0.179 0.470 -1.594  0.230
H: 1.883 0.992 -1.938  0.206
H: 0.962 -1.644 -0.269  0.101
C: -2.145 -0.923 0.284  0.521
N: -1.740 -1.049 1.601  -0.850
O: -2.228 0.141 -0.278  -0.603
H: -2.469 -1.853 -0.195  0.110
H: -1.426 -1.998 1.726  0.407
H: -1.469 -0.125 1.891  0.417

Entry 3:
A 3-piece molecular cluster, C3H10NO2 overall, computed with wB97M-V/def2-TZVPD.

As for the LUMO energy: -5.3 eV. The value obtained for the energy above the lowest of the compared OMol25 structures with the same formula, charge and spin is 98.53 kcal/mol. The value obtained for the calculated total energy is -8848.068 eV. The value obtained for the max |F| is 4.76 eV Å⁻¹. As for the total charge: +1.

Each line ends with the natural charge from an NBO analysis.
Element x y z (Å)
C: -1.052 0.382 0.959  -0.120
C: -1.860 -0.640 1.491  -0.265
C: 0.604 1.844 1.868  0.141
N: 0.244 0.709 1.394  -0.424
H: -1.473 1.047 0.279  0.231
H: -1.677 -1.721 1.585  0.245
H: -3.014 -0.476 1.622  0.250
H: 1.589 2.084 2.160  0.244
H: -0.181 2.536 1.848  0.212
H: 1.089 0.032 1.270  0.474
H: -1.562 -1.757 -5.074  0.473
H: -0.176 -1.572 -4.647  0.463
O: -1.077 -1.702 -4.165  -0.936
H: 2.065 -0.262 -0.428  0.469
H: 3.641 -0.209 -0.367  0.512
O: 2.842 -0.295 0.205  -0.970

Entry 4:
C14H29CeO3PS as an isolated structure, computed with wB97M-V/def2-TZVPD.

As for the LUMO energy (alpha / beta): -18.0 / -18.0 eV. The value obtained for the calculated total energy is -54131.498 eV. The value obtained for the max |F| is 10.00 eV Å⁻¹. As for the total charge: +4.

Each line ends with the Löwdin charge.
Element x y z (Å)
Ce: 0.158 -1.272 1.490  1.034
C: -1.946 -0.363 1.197  -0.091
O: -3.010 0.062 0.935  0.288
C: -0.012 1.201 1.561  -0.221
O: 0.053 2.380 1.646  0.257
C: 2.026 0.284 1.618  -0.061
O: 2.886 1.091 1.528  0.269
C: -1.337 1.022 -1.941  -0.493
P: 0.072 0.197 -1.054  1.131
H: 0.573 -1.436 -2.778  0.148
H: -2.178 0.363 -1.678  0.093
C: 1.518 0.929 -1.974  -0.466
H: 1.170 0.828 -3.011  0.126
C: -1.213 1.059 -3.468  -0.044
H: -0.911 0.103 -3.917  0.090
H: -0.547 1.861 -3.823  0.114
H: -2.207 1.298 -3.878  0.134
C: -1.697 2.414 -1.386  -0.058
H: -0.947 3.171 -1.658  0.086
C: 0.838 -2.523 -0.980  -0.155
H: -1.825 2.395 -0.292  0.065
H: -2.652 2.711 -1.856  0.127
C: -1.399 -2.022 -2.042  -0.040
H: 0.154 -3.063 -0.312  -0.021
H: 1.222 -3.361 -1.581  0.162
H: 1.704 -2.124 -0.426  0.076
C: 0.044 -1.501 -1.812  -0.477
H: -1.309 -3.121 -2.157  0.126
H: -1.837 -1.603 -2.960  0.108
H: -2.067 -1.802 -1.176  0.086
C: 2.826 0.150 -1.800  -0.053
H: 3.136 0.128 -0.741  0.067
H: 3.586 0.685 -2.400  0.130
H: 2.744 -0.866 -2.214  0.092
C: 1.735 2.406 -1.675  -0.051
H: 1.874 2.585 -0.605  0.080
H: 0.927 3.049 -2.027  0.078
H: 2.646 2.733 -2.190  0.124
H: 0.021 -3.958 0.848  0.181
H: 0.010 -3.584 1.546  0.070
C: 0.355 -1.239 5.756  -0.226
S: 0.011 -0.308 4.247  0.878
C: -1.384 0.676 4.757  -0.264
H: 1.128 -1.973 5.529  0.075
H: -0.583 -1.730 6.008  0.086
H: 0.691 -0.565 6.530  0.094
H: -1.901 0.167 5.574  0.094
H: -1.054 1.659 5.101  0.096
H: -2.097 0.809 3.941  0.056

Entry 5:
An isolated ion of composition C5H6N and charge +1, computed with wB97M-V/def2-TZVPD.

As for the LUMO energy: -4.2 eV. The value obtained for the energy above the lowest of the compared OMol25 structures with the same formula, charge and spin is 162.13 kcal/mol. The SMILES is C=C1C[N+]12C=C2. The value obtained for the calculated total energy is -6758.147 eV. The value obtained for the max |F| is 5.48 eV Å⁻¹. As for the total charge: +1.

Each line ends with the natural charge from an NBO analysis.
Element x y z (Å)
C: -1.461 1.259 0.647  0.067
C: -1.983 0.131 0.261  0.039
C: 0.604 -0.154 -0.489  0.168
C: 1.244 0.278 -1.535  -0.379
C: 0.407 -0.841 1.157  -0.193
N: -0.524 0.057 0.345  -0.300
H: -1.465 2.348 0.905  0.312
H: -2.657 -0.466 -0.227  0.268
H: 0.898 0.933 -2.378  0.260
H: 2.295 -0.002 -1.782  0.268
H: 0.055 -1.841 1.093  0.222
H: 1.115 -0.777 1.952  0.269

Entry 6:
C20H41AuGeO7P2Sb2 as an isolated structure, computed with wB97M-V/def2-TZVPD.

As for the LUMO energy: -8.3 eV. The value obtained for the energy above the lowest of the compared OMol25 structures with the same formula, charge and spin is 45.92 kcal/mol. The value obtained for the calculated total energy is -127589.796 eV. The value obtained for the max |F| is 1.26 eV Å⁻¹. As for the total charge: +2.

Each line ends with the Löwdin charge.
Element x y z (Å)
Au: -0.185 -0.015 1.216  0.513
O: 1.528 0.057 -2.685  -0.044
P: 1.095 -1.218 -1.877  0.276
O: 0.892 -2.411 -2.682  -0.191
O: -0.181 -0.831 -1.033  -0.487
O: 2.251 -1.438 -0.757  -0.206
P: 2.935 -0.499 0.321  0.229
O: 2.524 -1.154 1.721  -0.147
O: 4.354 -0.252 0.149  -0.191
O: 1.996 0.796 0.322  -0.556
H: 1.950 0.784 -2.226  0.086
H: 3.103 -1.879 1.966  0.113
C: -1.723 -1.899 4.330  -0.264
Sb: -1.980 -0.308 2.972  1.340
C: -3.968 -0.554 2.330  -0.274
C: -2.081 1.453 4.199  -0.286
C: -0.904 1.527 5.114  -0.258
C: -0.957 0.869 6.334  -0.034
C: 0.105 0.915 7.225  -0.005
C: 1.272 1.628 6.941  -0.031
C: 1.359 2.296 5.748  -0.017
C: 0.292 2.265 4.810  -0.277
C: 0.444 3.037 3.640  -0.087
Sb: 1.962 2.050 1.977  1.572
C: 2.655 3.658 0.806  -0.233
C: 3.783 1.520 2.913  -0.224
H: -2.586 -1.934 4.992  0.033
H: -0.808 -1.779 4.903  0.016
H: -1.670 -2.820 3.754  0.018
H: -4.614 -0.491 3.205  0.032
H: -4.045 -1.537 1.870  0.008
H: -4.234 0.207 1.602  0.025
H: -3.020 1.430 4.752  0.088
H: -2.133 2.270 3.488  0.056
H: -1.855 0.331 6.610  0.128
H: 0.017 0.398 8.171  0.128
H: 2.079 1.665 7.657  0.125
H: 2.239 2.877 5.514  0.122
H: 1.225 3.787 3.628  0.069
H: -0.378 3.240 2.976  0.064
H: 2.901 4.490 1.466  0.033
H: 1.911 3.972 0.078  0.031
H: 3.557 3.303 0.305  0.041
H: 4.224 2.460 3.246  0.040
H: 4.420 1.056 2.159  0.018
H: 3.625 0.844 3.747  0.027
C: -0.380 -2.690 -6.102  -0.093
C: -1.210 -2.805 -4.832  -0.291
C: -1.563 -1.438 -4.265  -0.276
C: -2.467 -1.514 -3.033  -0.285
Ge: -1.699 -2.014 -1.341  0.947
C: -1.127 -3.716 -0.626  -0.298
C: -2.319 -4.527 -0.104  -0.284
C: -3.423 -4.750 -1.136  -0.275
C: -2.940 -5.433 -2.407  -0.088
H: -0.134 -3.672 -6.503  0.078
H: 0.556 -2.168 -5.905  0.076
H: -0.916 -2.139 -6.876  0.079
H: -0.650 -3.381 -4.081  0.082
H: -2.134 -3.355 -5.034  0.111
H: -2.082 -0.848 -5.025  0.122
H: -0.641 -0.894 -4.040  0.082
H: -3.278 -2.231 -3.199  0.075
H: -2.935 -0.551 -2.805  0.072
H: -2.560 -1.327 -0.237  -0.017
H: -0.439 -3.467 0.187  0.066
H: -0.550 -4.247 -1.381  0.074
H: -2.751 -4.023 0.768  0.089
H: -1.956 -5.494 0.251  0.117
H: -3.890 -3.787 -1.386  0.087
H: -4.214 -5.344 -0.678  0.114
H: -2.257 -4.809 -2.984  0.046
H: -3.778 -5.679 -3.057  0.084
H: -2.420 -6.362 -2.174  0.088

Look up the max |F| of the second one. 3.13 eV Å⁻¹